Below is a structure of composition C36H109AsF6N9O14, with properties calculated with ωB97M-V with the def2-TZVPD basis set.

Properties
Highest occupied orbital energy = -6.26 eV
Total charge = -1
DFT total energy = -5818.197187 a.u.

Atoms and positions in Å:
1 As 0.048 -0.680 -0.164
2 F 0.461 -0.973 1.504
3 F 1.078 0.712 -0.100
4 F -0.369 -0.287 -1.793
5 F -0.876 -2.092 -0.217
6 F -1.341 0.263 0.296
7 F 1.372 -1.675 -0.636
8 O -1.361 -5.292 -0.380
9 H -1.299 -6.127 0.093
10 H -1.433 -4.634 0.342
11 O -1.830 -2.427 -3.020
12 H -1.379 -1.677 -2.623
13 H -2.373 -2.040 -3.725
14 O 0.351 -4.033 -2.331
15 H 1.188 -4.217 -2.773
16 H 0.609 -3.784 -1.436
17 O -3.525 -3.733 -1.141
18 H -3.342 -2.896 -0.672
19 H -4.485 -3.798 -1.163
20 O -1.948 -4.351 2.248
21 H -2.751 -4.750 2.594
22 H -1.631 -3.797 2.992
23 C -1.644 3.122 -0.856
24 C -1.925 4.560 -1.189
25 C -3.404 4.824 -1.431
26 O -3.614 6.132 -1.915
27 C -4.955 6.491 -1.882
28 N -1.302 5.522 -0.270
29 H -2.256 2.789 -0.014
30 H -0.578 2.981 -0.699
31 H -1.923 2.521 -1.726
32 H -1.491 4.775 -2.178
33 H -3.959 4.638 -0.493
34 H -3.758 4.109 -2.193
35 H -5.645 5.799 -2.387
36 H -5.061 7.428 -2.439
37 H -5.339 6.677 -0.870
38 H -1.694 5.410 0.666
39 H -1.654 6.431 -0.577
40 C -3.740 0.039 6.076
41 C -3.327 1.505 6.043
42 C -2.769 1.866 4.678
43 O -1.599 1.148 4.467
44 C -0.972 1.471 3.218
45 N -4.505 2.373 6.303
46 H -4.043 -0.254 7.090
47 H -2.934 -0.640 5.788
48 H -4.609 -0.196 5.455
49 H -2.549 1.704 6.780
50 H -2.511 2.938 4.714
51 H -3.548 1.723 3.913
52 H -0.756 2.544 3.194
53 H -1.580 1.095 2.398
54 H -0.020 0.945 3.232
55 H -5.257 2.008 5.710
56 H -4.882 2.076 7.207
57 C -4.236 -1.183 2.275
58 C -4.887 -0.760 0.943
59 C -5.384 0.667 1.000
60 O -6.069 0.945 -0.209
61 C -6.315 2.296 -0.375
62 N -3.874 -0.944 -0.140
63 H -4.959 -1.405 3.064
64 H -3.531 -0.436 2.669
65 H -3.635 -2.078 2.101
66 H -5.702 -1.486 0.833
67 H -4.523 1.346 1.110
68 H -6.082 0.842 1.836
69 H -6.761 2.458 -1.357
70 H -5.374 2.868 -0.402
71 H -6.957 2.716 0.409
72 H -3.049 -0.414 0.170
73 H -4.259 -0.387 -0.905
74 C 2.313 -2.051 -7.313
75 C 1.414 -2.575 -6.202
76 C 1.126 -1.523 -5.160
77 O 2.383 -1.002 -4.745
78 C 2.247 0.033 -3.813
79 N 0.153 -3.093 -6.726
80 H 2.453 -2.807 -8.086
81 H 3.262 -1.697 -6.910
82 H 1.842 -1.187 -7.801
83 H 1.937 -3.400 -5.707
84 H 0.565 -1.918 -4.306
85 H 0.576 -0.698 -5.654
86 H 1.916 -0.354 -2.850
87 H 1.527 0.791 -4.168
88 H 3.177 0.597 -3.721
89 H 0.314 -3.680 -7.532
90 H -0.457 -2.333 -7.008
91 C 7.967 2.055 -3.333
92 C 6.765 1.200 -3.688
93 C 5.832 0.933 -2.517
94 O 5.111 -0.260 -2.801
95 C 4.227 -0.627 -1.773
96 N 6.055 1.788 -4.855
97 H 7.690 3.015 -2.882
98 H 8.554 2.307 -4.214
99 H 8.559 1.487 -2.611
100 H 7.126 0.242 -4.076
101 H 5.083 1.732 -2.460
102 H 6.429 0.820 -1.601
103 H 3.676 0.234 -1.383
104 H 4.752 -1.114 -0.938
105 H 3.550 -1.400 -2.135
106 H 5.971 2.799 -4.766
107 H 5.087 1.467 -4.827
108 C 3.859 -5.010 2.723
109 C 3.243 -3.630 2.667
110 C 4.063 -2.528 2.040
111 O 5.210 -2.322 2.824
112 C 5.985 -1.232 2.404
113 N 1.904 -3.682 2.067
114 H 3.369 -5.584 3.514
115 H 4.886 -4.921 3.093
116 H 3.785 -5.517 1.765
117 H 3.070 -3.303 3.716
118 H 3.480 -1.595 1.971
119 H 4.263 -2.851 1.002
120 H 6.490 -1.427 1.447
121 H 6.721 -0.991 3.164
122 H 5.328 -0.367 2.211
123 H 1.272 -4.241 2.619
124 H 1.479 -2.798 1.824
125 C 0.165 -1.908 6.225
126 C -0.530 -3.101 5.566
127 C -1.211 -3.967 6.613
128 O -0.308 -4.786 7.327
129 C 0.063 -5.955 6.646
130 N -1.584 -2.598 4.637
131 H 0.970 -2.221 6.902
132 H -0.510 -1.268 6.804
133 H 0.619 -1.238 5.487
134 H 0.229 -3.720 5.095
135 H -1.944 -4.619 6.103
136 H -1.870 -3.388 7.272
137 H -0.734 -6.360 6.012
138 H 0.349 -6.713 7.377
139 H 0.947 -5.789 6.012
140 H -2.155 -1.939 5.166
141 H -1.146 -2.013 3.931
142 C 1.847 3.360 1.591
143 C 2.981 3.374 0.607
144 C 4.006 2.289 0.881
145 O 5.123 2.389 0.050
146 C 6.039 3.359 0.498
147 N 2.471 3.185 -0.788
148 H 1.086 4.092 1.331
149 H 2.257 3.550 2.594
150 H 1.404 2.369 1.706
151 H 3.512 4.331 0.631
152 H 3.542 1.299 0.828
153 H 4.280 2.323 1.957
154 H 6.384 3.135 1.513
155 H 5.667 4.386 0.399
156 H 6.918 3.337 -0.154
157 H 1.881 2.357 -0.717
158 H 3.319 2.890 -1.277
159 C -4.034 0.931 -3.427
160 C -3.244 0.709 -4.699
161 C -1.827 1.259 -4.533
162 O -1.893 2.620 -4.237
163 C -0.649 3.279 -4.254
164 N -3.135 -0.728 -5.015
165 H -5.017 0.465 -3.528
166 H -4.074 1.999 -3.230
167 H -3.552 0.417 -2.592
168 H -3.668 1.353 -5.489
169 H -1.227 1.059 -5.443
170 H -1.305 0.639 -3.780
171 H -0.030 2.932 -3.411
172 H -0.865 4.338 -4.165
173 H -0.055 3.051 -5.149
174 H -2.767 -0.755 -5.969
175 H -4.078 -1.102 -5.126

Mulliken atomic charge list, values in e, 99 entries:
1. As 3.087
2. F -0.666
3. F 0.025
4. F -0.443
5. F -0.493
6. F -0.767
7. F -0.559
8. O -0.553
9. H 0.225
10. H 0.243
11. O -0.507
12. H -0.378
13. H 0.476
14. O -0.546
15. H 0.272
16. H 0.179
17. O -0.598
18. H 0.254
19. H 0.240
20. O -0.546
21. H 0.194
22. H 0.191
23. C -0.025
24. C 0.941
25. C -0.370
26. O -0.379
27. C -0.781
28. N -0.656
29. H 0.504
30. H -0.561
31. H -0.296
32. H -0.313
33. H 0.281
34. H 0.027
35. H 0.277
36. H 0.293
37. H 0.312
38. H 0.292
39. H 0.343
40. C -0.224
41. C 0.368
42. C -0.378
43. O -0.304
44. C -0.428
45. N -0.830
46. H 0.449
47. H -0.429
48. H 0.320
49. H 0.340
50. H 0.360
51. H -0.082
52. H 0.428
53. H 0.057
54. H 0.028
55. H 0.297
56. H 0.304
57. C -1.065
58. C 0.436
59. C -0.386
60. O -0.357
61. C -0.351
62. N 0.131
63. H 0.646
64. H -0.029
65. H 0.100
66. H 0.305
67. H -0.045
68. H 0.542
69. H 0.286
70. H -0.119
71. H 0.398
72. H -0.195
73. H 0.015
74. C -1.466
75. C 0.515
76. C 0.205
77. O -0.354
78. C 0.262
79. N -0.640
80. H 0.438
81. H 0.293
82. H 0.242
83. H 0.249
84. H -0.015
85. H -0.116
86. H -0.341
87. H 0.361
88. H -0.139
89. H 0.267
90. H 0.216
91. C -1.558
92. C 0.338
93. C 0.125
94. O -0.367
95. C -0.649
96. N -0.782
97. H 0.262
98. H 0.428
99. H 0.397